Entry 1:
{
  "formula": "C24H24N6O3",
  "method": "ωB97M-V with the def2-TZVPD basis set",
  "symbols": ["C", "C", "C", "C", "C", "C", "C", "H", "H", "H", "N", "C", "O", "C", "N", "N", "N", "C", "N", "C", "C", "C", "C", "O", "C", "H", "H", "H", "H", "H", "H", "H", "C", "H", "H", "C", "O", "N", "H", "C", "C", "C", "C", "C", "C", "C", "H", "H", "H", "H", "H", "H", "H", "H", "H", "H", "H"],
  "xyz": [[-4.88595, -3.56344, -0.36145], [-3.77721, -2.62007, -0.70780], [-2.48679, -2.85440, -0.25614], [-1.46732, -1.95053, -0.52704], [-1.71628, -0.82923, -1.30803], [-3.00110, -0.60050, -1.76798], [-4.02404, -1.47790, -1.46020], [-5.02622, -1.27820, -1.80798], [-3.20228, 0.27873, -2.36056], [-0.91942, -0.14142, -1.54100], [-0.15882, -2.19193, -0.02458], [0.15163, -2.29403, 1.28065], [1.27745, -2.55560, 1.67004], [-0.96264, -2.00095, 2.29437], [-1.66604, -0.81298, 1.92993], [-2.96940, -0.69945, 1.93068], [-3.25210, 0.46875, 1.48445], [-2.07530, 1.07038, 1.20174], [-1.05316, 0.26564, 1.49118], [-1.91713, 2.37066, 0.63038], [-0.77773, 2.99874, 0.19176], [-1.19472, 4.24716, -0.31065], [-2.55282, 4.29630, -0.14634], [-2.99306, 3.16037, 0.42218], [-3.54430, 5.35114, -0.47948], [-3.04390, 6.19122, -0.95106], [-4.04915, 5.69424, 0.42277], [-4.30210, 4.95735, -1.15530], [-0.57465, 5.00761, -0.73919], [0.21459, 2.59967, 0.22398], [-0.47078, -1.86848, 3.26413], [-1.68933, -2.81082, 2.36959], [0.92615, -2.22944, -0.99589], [0.51698, -2.52022, -1.96407], [1.66266, -2.96482, -0.66012], [1.60178, -0.85334, -1.13468], [1.48878, -0.17426, -2.13508], [2.28964, -0.48959, -0.04422], [2.35878, -1.12921, 0.73677], [2.97811, 0.78076, 0.06027], [4.47065, 0.58146, 0.10758], [5.20620, 0.91142, 1.23637], [6.57450, 0.70166, 1.26623], [7.21649, 0.15264, 0.17013], [6.48695, -0.18426, -0.95846], [5.12153, 0.02976, -0.98970], [4.54797, -0.22747, -1.86838], [6.98476, -0.61253, -1.81602], [8.28351, -0.01253, 0.19441], [7.13948, 0.96537, 2.14831], [4.70771, 1.33862, 2.09497], [2.70093, 1.35790, -0.82739], [2.63180, 1.30315, 0.95772], [-2.26994, -3.74778, 0.31216], [-5.61619, -3.61537, -1.16529], [-5.39524, -3.20800, 0.53447], [-4.50394, -4.56195, -0.16317]],
  "nbo_charge": [-0.63, 0.01, -0.27, 0.22, -0.26, -0.19, -0.20, 0.21, 0.22, 0.25, -0.46, 0.70, -0.64, -0.31, 0.00, -0.03, -0.25, 0.22, -0.26, 0.25, -0.26, -0.32, 0.31, -0.39, -0.65, 0.23, 0.23, 0.23, 0.23, 0.24, 0.25, 0.25, -0.31, 0.24, 0.24, 0.67, -0.64, -0.61, 0.43, -0.27, 0.06, -0.24, -0.20, -0.22, -0.19, -0.24, 0.22, 0.21, 0.21, 0.21, 0.21, 0.24, 0.20, 0.21, 0.22, 0.23, 0.21],
  "lumo_ev": 0.7,
  "charge": 0,
  "gap_ev": 8.955,
  "e_above_lowest_kj_mol": 0.0,
  "smiles": "Cc1cccc(N(CC(=O)NCc2ccccc2)C(=O)Cn2nnc(-c3ccc(C)o3)n2)c1",
  "energy_ha": -1483.22295,
  "e_homo_ev": -8.2
}

Entry 2:
{
  "formula": "C24H24N7OSSeY",
  "method": "ωB97M-V with the def2-TZVPD basis set",
  "symbols": ["Y", "S", "C", "N", "N", "C", "C", "C", "C", "C", "C", "N", "N", "C", "C", "C", "C", "C", "C", "H", "H", "H", "H", "H", "H", "H", "H", "H", "H", "H", "C", "N", "C", "C", "N", "C", "C", "Se", "H", "H", "H", "H", "H", "H", "H", "H", "N", "C", "C", "C", "C", "C", "C", "H", "H", "H", "H", "H", "O"],
  "xyz": [[-0.69825, -1.53201, -1.10130], [0.87320, -2.42018, 1.14467], [0.20790, -1.09647, 2.05783], [0.86522, -0.66160, 3.09140], [0.22462, 0.41696, 3.75232], [1.00474, 1.35195, 4.35420], [2.35262, 1.53365, 3.99632], [3.10280, 2.53309, 4.59177], [2.55997, 3.38187, 5.55026], [1.22576, 3.20464, 5.90779], [0.46030, 2.21079, 5.33050], [-1.07537, -0.60743, 1.74913], [-1.07909, 0.26984, 0.70928], [-2.16436, 1.14134, 0.78735], [-2.86898, 1.52252, -0.36402], [-3.90351, 2.44201, -0.28408], [-4.26712, 3.00891, 0.93257], [-3.57045, 2.63918, 2.07868], [-2.53623, 1.72139, 2.01279], [-0.62901, 0.17492, 4.23454], [2.77820, 0.87775, 3.25092], [4.13930, 2.65453, 4.29469], [3.15659, 4.16422, 6.00256], [0.77456, 3.85454, 6.64986], [-0.57951, 2.09122, 5.61649], [-2.59715, 1.08569, -1.31873], [-4.43924, 2.70840, -1.18868], [-5.07720, 3.72745, 0.98851], [-3.83115, 3.08129, 3.03544], [-1.97744, 1.43839, 2.89280], [3.63176, -0.20294, -0.30589], [3.62034, -1.63269, -0.53669], [4.18313, -2.58381, 0.28241], [3.75897, -3.78644, -0.15626], [2.93889, -3.55651, -1.23865], [2.08034, -4.53264, -1.89190], [2.85323, -2.22908, -1.47260], [1.87897, -1.43835, -2.83144], [4.29866, 0.00379, 0.52834], [2.62346, 0.12719, -0.05181], [3.96701, 0.32133, -1.19886], [4.76713, -2.32856, 1.14708], [3.91394, -4.76688, 0.25444], [2.28822, -5.50781, -1.45569], [2.27850, -4.54748, -2.96221], [1.02882, -4.27143, -1.73413], [-1.65015, -0.31371, -2.90043], [-2.09354, -0.25345, -4.14092], [-2.05204, 0.92983, -4.93326], [-2.52794, 0.92545, -6.23359], [-3.07268, -0.21442, -6.81339], [-3.13203, -1.38045, -6.03895], [-2.66352, -1.42330, -4.74811], [-1.63806, 1.83314, -4.50205], [-2.47529, 1.84391, -6.81216], [-3.43986, -0.20092, -7.83259], [-3.55580, -2.28280, -6.47142], [-2.69779, -2.31346, -4.13074], [-1.54437, -3.13637, -1.57440]],
  "mulliken_charge": [1.12, -0.37, 0.35, -0.90, 0.14, 0.26, -0.38, -0.44, -0.53, -0.44, -0.56, -0.45, -0.17, -0.11, -0.24, -0.69, -0.31, -0.63, 0.11, 0.39, 0.59, 0.32, 0.34, 0.32, 0.26, 0.50, 0.37, 0.35, 0.33, 0.31, -0.90, 0.32, -0.36, -0.34, 0.29, -0.77, -0.57, -0.28, 0.33, 0.28, 0.34, 0.39, 0.38, 0.29, 0.30, 0.33, -0.54, -0.01, -0.51, -0.27, -0.58, -0.27, -0.38, 0.38, 0.29, 0.33, 0.31, 0.42, -1.02],
  "lumo_ev": [4.3, 4.3],
  "charge": -2,
  "gap_ev": [5.801, 5.149],
  "e_above_lowest_kj_mol": 11.9,
  "energy_ha": -4225.41918,
  "e_homo_ev": [-1.5, -0.8]
}

Entry 3:
{
  "formula": "C24H25AsAuF9NOS",
  "method": "ωB97M-V with the def2-TZVPD basis set",
  "symbols": ["Au", "C", "C", "C", "C", "C", "C", "C", "C", "S", "C", "N", "C", "C", "C", "C", "C", "C", "C", "C", "H", "H", "H", "H", "H", "H", "H", "H", "H", "H", "H", "H", "H", "H", "H", "H", "C", "As", "C", "C", "H", "H", "H", "H", "H", "H", "H", "H", "H", "F", "C", "F", "F", "C", "O", "C", "F", "F", "F", "C", "F", "F", "F"],
  "xyz": [[-0.05143, -2.39565, -0.33222], [-0.49839, 3.65253, 2.20362], [0.85885, 4.22656, 1.79367], [0.62954, 5.60119, 1.14765], [1.71062, 4.39312, 3.06171], [1.59004, 3.31693, 0.80445], [2.87256, 3.67744, 0.35070], [3.59530, 2.89098, -0.52694], [3.02423, 1.70341, -0.97437], [3.64086, 0.48730, -2.04077], [2.12263, -0.42542, -1.84431], [1.27386, 0.14718, -1.07007], [1.74392, 1.33469, -0.55080], [1.03168, 2.13915, 0.33978], [1.92603, -1.72073, -2.52638], [2.67527, -1.97134, -3.68079], [2.52284, -3.14889, -4.38811], [1.60310, -4.08555, -3.93632], [0.86053, -3.83781, -2.79023], [0.99351, -2.66604, -2.02771], [-0.97202, 4.32422, 2.92334], [-0.39603, 2.67135, 2.67270], [-1.16660, 3.55070, 1.34524], [0.09497, 6.26025, 1.83831], [0.03424, 5.49843, 0.23714], [1.57358, 6.08143, 0.88031], [1.18469, 5.01526, 3.79184], [2.67104, 4.86445, 2.84336], [1.90654, 3.41940, 3.51636], [3.32169, 4.60044, 0.69821], [4.58548, 3.19443, -0.84618], [0.05483, 1.78772, 0.64592], [3.37152, -1.21762, -4.03494], [3.10540, -3.33338, -5.28290], [1.46890, -5.01827, -4.47338], [0.15532, -4.59236, -2.46184], [-4.08052, 0.58073, -1.67107], [-2.44983, -0.48084, -1.26715], [-3.18891, -2.15826, -1.97753], [-1.50882, 0.04371, -2.91222], [-4.38085, 0.43381, -2.71135], [-3.90687, 1.64418, -1.49965], [-4.89570, 0.26300, -1.01815], [-3.76518, -1.96748, -2.88535], [-3.82985, -2.62474, -1.22863], [-2.37020, -2.84165, -2.20235], [-2.13699, -0.13788, -3.78777], [-0.59105, -0.53700, -2.99792], [-1.24694, 1.10171, -2.86880], [-0.71997, -5.11050, 3.50342], [-0.68622, -4.37312, 2.37545], [0.57086, -4.43168, 1.92482], [-1.46601, -4.98964, 1.47690], [-1.16857, -2.88608, 2.56233], [-1.18323, -2.15880, 1.44477], [-2.64584, -2.92539, 3.11403], [-3.03266, -1.71379, 3.54061], [-2.85534, -3.77646, 4.13656], [-3.48290, -3.28228, 2.13309], [-0.24680, -2.19622, 3.63053], [-0.32156, -2.76198, 4.85388], [1.03632, -2.23435, 3.25095], [-0.56547, -0.90452, 3.77457]],
  "nbo_charge": [0.50, -0.61, -0.06, -0.60, -0.60, -0.02, -0.22, -0.22, -0.25, 0.32, 0.12, -0.46, 0.19, -0.23, -0.09, -0.21, -0.26, -0.21, -0.26, -0.30, 0.20, 0.22, 0.21, 0.20, 0.21, 0.20, 0.20, 0.20, 0.22, 0.20, 0.21, 0.24, 0.20, 0.20, 0.20, 0.21, -0.96, 0.93, -0.96, -0.96, 0.20, 0.21, 0.21, 0.20, 0.22, 0.24, 0.20, 0.24, 0.22, -0.33, 0.95, -0.31, -0.32, 0.05, -0.84, 0.95, -0.32, -0.33, -0.32, 0.95, -0.34, -0.32, -0.32],
  "lumo_ev": 2.5,
  "charge": -1,
  "gap_ev": 7.426,
  "e_above_lowest_kj_mol": 0.0,
  "energy_ha": -4728.12739,
  "e_homo_ev": -5.0
}